DFT (ωB97M-V/def2-TZVPD) results for a single C5H10O2 molecule.

```
! RIJCOSX wB97M-V def2-TZVPD def2/J DEFGRID3
* xyz 0 1
C -2.250 -0.366 -0.157
C -0.775 -0.392 -0.549
O -0.445 0.702 -1.386
C 0.132 -0.452 0.685
C 1.618 -0.309 0.365
C 2.066 1.092 0.010
O 1.447 2.102 0.266
H -2.531 -1.260 0.413
H -2.464 0.512 0.465
H -2.878 -0.312 -1.051
H -0.590 -1.280 -1.170
H -0.363 1.486 -0.822
H -0.155 0.343 1.386
H -0.037 -1.406 1.199
H 1.937 -1.007 -0.419
H 2.221 -0.596 1.238
H 3.067 1.144 -0.473
*
```

The calculation puts the HOMO energy at -10.037 eV. The value obtained for the energy relative to the best compared isomer or geometry (same formula, charge and spin) is 27.4 kcal/mol. The HOMO-LUMO gap comes out at 11.01 eV.

Charges in e, computed with natural (NBO), in the same order as the atoms: number 1, C, carries -0.628; number 2, C, carries 0.101; number 3, O, carries -0.724; number 4, C, carries -0.430; number 5, C, carries -0.516; number 6, C, carries 0.468; number 7, O, carries -0.555; number 8, H, carries 0.208; number 9, H, carries 0.203; number 10, H, carries 0.221; number 11, H, carries 0.167; number 12, H, carries 0.477; number 13, H, carries 0.214; number 14, H, carries 0.217; number 15, H, carries 0.226; number 16, H, carries 0.239; number 17, H, carries 0.112

***

DFT (ωB97M-V/def2-TZVPD) results for 7 unconnected molecules or ions with the total composition C63H133N7O7 in a non-equilibrium geometry.

```
! RIJCOSX wB97M-V def2-TZVPD def2/J DEFGRID3
* xyz 0 1
C 1.074 -0.561 -8.268
C 0.707 -0.932 -6.802
C 2.026 -1.376 -6.173
C 0.322 0.315 -6.022
C -1.108 0.747 -6.317
C -2.050 -0.399 -5.960
C -1.732 -1.729 -6.701
C -2.412 -2.857 -5.961
C -2.388 -1.552 -8.106
N -0.305 -1.956 -6.691
O 0.081 -3.200 -7.258
H 1.513 0.430 -8.348
H 1.730 -1.322 -8.693
H 0.183 -0.565 -8.907
H 1.968 -1.569 -5.092
H 2.558 -2.226 -6.599
H 2.714 -0.520 -6.164
H 0.374 0.182 -4.939
H 0.907 1.182 -6.328
H -1.406 1.678 -5.830
H -1.262 0.971 -7.383
H -3.099 -0.128 -6.072
H -1.905 -0.629 -4.894
H -2.062 -3.847 -6.289
H -3.466 -3.003 -6.221
H -2.195 -2.841 -4.901
H -2.321 -2.504 -8.643
H -1.892 -0.730 -8.614
H -3.437 -1.299 -7.982
H -0.153 -3.136 -8.205
C 1.093 -7.537 -4.371
C 1.885 -7.291 -3.075
C 3.238 -6.691 -3.502
C 1.078 -6.283 -2.262
C 1.561 -6.261 -0.826
C 1.476 -7.593 -0.129
C 2.282 -8.663 -0.891
C 3.755 -8.614 -0.527
C 1.668 -10.024 -0.526
N 1.951 -8.553 -2.356
O 2.775 -9.491 -3.070
H 0.096 -7.866 -4.032
H 0.879 -6.623 -4.921
H 1.445 -8.377 -4.965
H 3.814 -6.294 -2.659
H 3.803 -7.482 -3.995
H 3.086 -5.839 -4.161
H 1.252 -5.274 -2.646
H 0.011 -6.496 -2.363
H 2.568 -5.825 -0.794
H 0.994 -5.473 -0.303
H 0.495 -8.050 0.011
H 1.873 -7.428 0.879
H 4.194 -7.694 -0.910
H 4.298 -9.390 -1.079
H 3.898 -8.871 0.520
H 0.716 -10.238 -1.013
H 1.516 -10.167 0.551
H 2.343 -10.844 -0.805
H 2.207 -10.269 -3.121
C -0.059 -2.006 2.098
C 0.746 -1.160 1.065
C 2.251 -1.195 1.396
C 0.560 -1.789 -0.319
C -0.781 -1.475 -0.978
C -1.014 0.022 -0.998
C -0.859 0.676 0.347
C -0.693 2.195 0.105
C -2.060 0.582 1.309
N 0.329 0.235 1.047
O 0.657 0.996 2.171
H -0.819 -2.535 1.522
H 0.578 -2.714 2.628
H -0.557 -1.382 2.843
H 2.855 -0.584 0.719
H 2.407 -0.645 2.329
H 2.574 -2.235 1.350
H 1.426 -1.615 -0.964
H 0.625 -2.880 -0.195
H -0.613 -1.828 -1.997
H -1.649 -2.051 -0.655
H -1.970 0.238 -1.494
H -0.361 0.523 -1.727
H -0.778 2.768 1.027
H -1.428 2.571 -0.601
H 0.322 2.268 -0.295
H -2.965 1.035 0.890
H -1.853 1.155 2.214
H -2.320 -0.448 1.562
H 0.081 0.621 2.872
C -0.362 9.294 3.780
C -1.041 8.015 4.294
C -1.569 8.217 5.703
C -2.211 7.750 3.378
C -2.855 6.383 3.599
C -1.798 5.329 3.373
C -0.567 5.524 4.233
C -0.793 4.994 5.658
C 0.568 4.658 3.659
N -0.101 6.911 4.169
O 1.012 7.083 5.027
H -1.167 10.034 3.815
H 0.489 9.583 4.386
H -0.143 9.138 2.727
H -1.851 7.356 6.304
H -0.735 8.584 6.325
H -2.313 9.012 5.770
H -3.007 8.506 3.427
H -1.977 7.854 2.305
H -3.228 6.416 4.633
H -3.777 6.289 3.022
H -1.515 5.345 2.315
H -2.233 4.341 3.550
H -0.746 3.907 5.695
H -1.722 5.386 6.078
H -0.004 5.334 6.336
H 0.835 5.103 2.693
H 0.227 3.657 3.388
H 1.383 4.667 4.370
H 1.673 7.416 4.409
C -3.224 -7.620 3.724
C -1.902 -6.843 3.583
C -0.883 -7.677 2.799
C -2.072 -5.548 2.781
C -2.648 -4.391 3.560
C -1.850 -4.190 4.849
C -1.772 -5.427 5.715
C -0.669 -5.176 6.759
C -3.089 -5.659 6.451
N -1.361 -6.580 4.915
O -1.234 -7.732 5.711
H -3.298 -7.979 4.754
H -4.051 -6.904 3.699
H -3.307 -8.505 3.101
H -0.806 -8.697 3.179
H -1.124 -7.625 1.737
H 0.116 -7.246 2.917
H -1.286 -5.270 2.068
H -2.781 -5.915 2.011
H -2.661 -3.484 2.943
H -3.719 -4.501 3.780
H -2.335 -3.335 5.326
H -0.844 -3.866 4.552
H -0.694 -4.159 7.142
H 0.285 -5.298 6.235
H -0.736 -5.929 7.542
H -3.376 -4.837 7.114
H -3.003 -6.512 7.129
H -3.912 -5.835 5.759
H -0.281 -7.708 5.852
C -3.716 5.237 -6.434
C -3.046 6.051 -5.314
C -1.646 6.489 -5.830
C -3.864 7.278 -4.957
C -5.122 6.938 -4.180
C -4.719 6.244 -2.863
C -3.905 4.980 -3.120
C -3.132 4.710 -1.810
C -4.782 3.820 -3.555
N -2.844 5.247 -4.100
O -2.127 4.070 -4.391
H -3.029 4.452 -6.763
H -4.625 4.712 -6.153
H -3.941 5.840 -7.318
H -0.808 5.948 -5.391
H -1.546 6.124 -6.859
H -1.523 7.565 -5.774
H -3.305 8.059 -4.433
H -4.147 7.730 -5.917
H -5.809 7.772 -4.021
H -5.749 6.278 -4.797
H -5.679 5.904 -2.472
H -4.198 7.010 -2.294
H -2.418 3.893 -1.864
H -3.655 4.671 -0.853
H -2.537 5.629 -1.723
H -5.262 4.137 -4.483
H -5.627 3.634 -2.887
H -4.285 2.880 -3.775
H -1.283 4.173 -3.935
C 7.137 2.407 2.653
C 6.056 3.486 2.549
C 6.595 4.801 1.975
C 4.917 2.963 1.685
C 3.865 2.028 2.249
C 3.437 2.474 3.644
C 4.562 2.917 4.576
C 3.826 3.545 5.749
C 5.302 1.658 5.061
N 5.479 3.783 3.890
O 6.522 4.233 4.772
H 7.885 2.571 3.427
H 6.666 1.442 2.834
H 7.667 2.266 1.705
H 5.875 5.343 1.355
H 6.839 5.530 2.742
H 7.474 4.595 1.363
H 4.422 3.846 1.267
H 5.329 2.484 0.787
H 3.038 1.980 1.543
H 4.241 1.001 2.328
H 2.873 1.665 4.117
H 2.694 3.262 3.509
H 3.323 4.464 5.454
H 4.556 3.824 6.524
H 3.211 2.802 6.249
H 6.322 1.869 5.381
H 5.359 0.863 4.316
H 4.794 1.183 5.910
H 6.260 5.137 4.978
*
```

The calculation puts the HOMO energy at -8.166 eV. The value obtained for the energy relative to the best compared isomer or geometry (same formula, charge and spin) is 71.9 kcal/mol. The HOMO-LUMO gap comes out at 8.52 eV.

These are the Löwdin partial charges, in e, on atoms 1 to 99: number 1, C, carries -0.020; number 2, C, carries -0.517; number 3, C, carries -0.051; number 4, C, carries -0.144; number 5, C, carries -0.175; number 6, C, carries -0.136; number 7, C, carries -0.522; number 8, C, carries -0.040; number 9, C, carries -0.024; number 10, N, carries -0.098; number 11, O, carries -0.002; number 12, H, carries 0.083; number 13, H, carries 0.079; number 14, H, carries 0.066; number 15, H, carries 0.083; number 16, H, carries 0.079; number 17, H, carries 0.089; number 18, H, carries 0.119; number 19, H, carries 0.120; number 20, H, carries 0.102; number 21, H, carries 0.110; number 22, H, carries 0.120; number 23, H, carries 0.109; number 24, H, carries 0.081; number 25, H, carries 0.089; number 26, H, carries 0.078; number 27, H, carries 0.082; number 28, H, carries 0.060; number 29, H, carries 0.080; number 30, H, carries 0.101; number 31, C, carries -0.040; number 32, C, carries -0.538; number 33, C, carries -0.026; number 34, C, carries -0.140; number 35, C, carries -0.188; number 36, C, carries -0.140; number 37, C, carries -0.499; number 38, C, carries -0.025; number 39, C, carries -0.052; number 40, N, carries -0.080; number 41, O, carries -0.028; number 42, H, carries 0.082; number 43, H, carries 0.085; number 44, H, carries 0.078; number 45, H, carries 0.069; number 46, H, carries 0.082; number 47, H, carries 0.081; number 48, H, carries 0.123; number 49, H, carries 0.120; number 50, H, carries 0.113; number 51, H, carries 0.101; number 52, H, carries 0.104; number 53, H, carries 0.119; number 54, H, carries 0.075; number 55, H, carries 0.080; number 56, H, carries 0.089; number 57, H, carries 0.087; number 58, H, carries 0.086; number 59, H, carries 0.079; number 60, H, carries 0.101; number 61, C, carries -0.016; number 62, C, carries -0.494; number 63, C, carries -0.030; number 64, C, carries -0.139; number 65, C, carries -0.168; number 66, C, carries -0.139; number 67, C, carries -0.514; number 68, C, carries -0.022; number 69, C, carries -0.023; number 70, N, carries -0.131; number 71, O, carries -0.019; number 72, H, carries 0.064; number 73, H, carries 0.082; number 74, H, carries 0.072; number 75, H, carries 0.083; number 76, H, carries 0.071; number 77, H, carries 0.087; number 78, H, carries 0.123; number 79, H, carries 0.110; number 80, H, carries 0.104; number 81, H, carries 0.113; number 82, H, carries 0.128; number 83, H, carries 0.122; number 84, H, carries 0.067; number 85, H, carries 0.058; number 86, H, carries 0.095; number 87, H, carries 0.088; number 88, H, carries 0.073; number 89, H, carries 0.072; number 90, H, carries 0.100; number 91, C, carries -0.022; number 92, C, carries -0.545; number 93, C, carries -0.031; number 94, C, carries -0.166; number 95, C, carries -0.176; number 96, C, carries -0.145; number 97, C, carries -0.516; number 98, C, carries -0.026; number 99, C, carries -0.040

***

DFT (ωB97M-V/def2-TZVPD) results for a single C2HClFN3 molecule in a non-equilibrium geometry.

```
! RIJCOSX wB97M-V def2-TZVPD def2/J DEFGRID3
* xyz 0 1
F -0.136 -2.108 -1.024
N -0.253 -0.704 -0.438
C 0.570 -0.684 0.708
N 0.597 0.693 1.037
C -0.068 1.273 -0.052
Cl -1.002 2.713 0.112
N -0.609 0.369 -1.031
H 0.902 -1.552 0.688
*
```

The calculation puts the HOMO energy at -10.064 eV. The value obtained for the energy relative to the best compared isomer or geometry (same formula, charge and spin) is 90.1 kcal/mol. The HOMO-LUMO gap comes out at 9.49 eV.

Charges in e, computed with natural (NBO), in the same order as the atoms: number 1, F, carries -0.239; number 2, N, carries 0.222; number 3, C, carries 0.141; number 4, N, carries -0.411; number 5, C, carries 0.223; number 6, Cl, carries 0.072; number 7, N, carries -0.219; number 8, H, carries 0.211